1.
{"formula": "C15H12N2PtS2", "method": "the ωB97M-V functional and the def2-TZVPD basis", "symbols": ["C", "C", "H", "C", "S", "C", "H", "H", "H", "H", "N", "C", "S", "H", "H", "C", "C", "C", "H", "C", "C", "Pt", "H", "C", "H", "C", "N", "H", "C", "C", "C", "H"], "coordinates": [[3.19970, -0.07724, -0.38330], [2.50661, -2.23539, 0.65801], [-2.89471, 2.34729, -0.57856], [-0.94888, -0.44918, 2.13095], [-1.21626, 1.25283, 1.84591], [0.48897, -2.41502, 1.92757], [0.12883, 2.80944, -4.41867], [-2.70455, -0.72436, 3.28384], [-3.88319, 2.67172, -2.85579], [4.14928, -0.60631, -0.43547], [-0.96054, 2.47982, -1.26660], [-2.28288, 2.47813, -1.46056], [1.50048, 2.36219, -1.71155], [-2.24999, -3.10160, 3.80382], [1.88989, -4.02955, 1.62395], [-1.80839, -1.19655, 2.90117], [-1.94192, 2.78660, -3.80196], [1.66524, -2.99208, 1.40645], [3.35613, 0.89549, 0.08338], [-2.81186, 2.65083, -2.72207], [-1.54569, -2.54537, 3.19873], [0.22478, 1.53761, 0.11250], [-2.33786, 2.90771, -4.80241], [-0.11337, 2.59216, -2.30096], [-0.19955, -4.18815, 2.94366], [-0.41716, -3.15036, 2.72515], [1.08265, -0.32655, 0.82013], [3.42904, -2.64129, 0.26756], [-0.57677, 2.74582, -3.60312], [2.20377, -0.87946, 0.38822], [0.22570, -1.06661, 1.61547], [2.84249, 0.10742, -1.39546]], "e_tot_ha": -1604.0742, "gap_ev": 7.041}


2.
{"formula": "C15H12NO3", "method": "the ωB97M-V functional and the def2-TZVPD basis", "symbols": ["C", "C", "C", "C", "O", "H", "H", "C", "H", "C", "C", "N", "H", "H", "H", "C", "O", "C", "H", "H", "O", "H", "C", "C", "C", "C", "C", "C", "H", "H", "H"], "coordinates": [[-0.44032, 0.55904, 0.24795], [-1.28122, -0.43038, 1.10725], [-1.95423, 0.50582, 2.20592], [0.58477, 1.87216, -2.98649], [-2.84676, 0.28896, 3.05043], [1.14846, 3.58245, -4.54959], [-0.71339, 1.94539, 2.86936], [2.68080, 1.22964, -1.32363], [-0.54473, -3.59901, -0.68294], [0.33527, -0.02024, -0.98053], [-1.36027, -1.95444, 0.84589], [-1.33813, 1.86351, 2.03983], [3.67285, 3.87506, -3.66997], [4.66591, 2.36986, -1.59735], [3.06886, 0.58504, -0.45364], [-0.53759, 2.04442, 0.81439], [-0.00645, 3.06207, 0.31976], [3.60706, 2.26208, -2.00944], [0.85613, -1.95602, -2.24212], [-1.97678, -2.63763, 1.54128], [-3.29577, -4.16166, 2.71905], [-2.77765, -3.24051, 4.52328], [0.29147, -1.54052, -1.33216], [-2.55317, -4.07631, 3.82500], [1.52898, 2.92393, -3.68426], [-0.55325, -2.48600, -0.39781], [1.19494, 1.05880, -1.81998], [3.00938, 3.08871, -3.18194], [-2.57897, -4.94325, 4.52101], [-0.51329, 1.75523, -3.31304], [-1.45454, -3.94816, 3.69132]], "total_charge": -1, "de_lowest_kj_mol": 822.2, "e_tot_ha": -858.9592, "gap_ev": 3.972}


3.
{"formula": "C15H13AuI2N4S2", "method": "the ωB97M-V functional and the def2-TZVPD basis", "symbols": ["H", "H", "I", "N", "H", "C", "S", "C", "C", "H", "H", "C", "H", "H", "N", "H", "H", "S", "C", "C", "C", "H", "C", "C", "H", "C", "N", "C", "Au", "I", "H", "H", "C", "N", "C", "C", "C"], "coordinates": [[1.37724, -0.94599, 2.79660], [5.04020, -2.49842, -0.12675], [6.55407, 1.64061, -1.23974], [1.42783, 4.69910, 0.38978], [-0.13963, -2.44562, 1.30661], [2.92318, -2.26628, 0.09734], [0.83049, 1.10532, 0.37209], [0.46274, -2.04683, 0.48813], [-3.34785, -2.02606, -0.06369], [-3.55154, -4.36001, -2.30157], [-3.17730, -0.47986, 1.37474], [-1.21384, 2.65099, -0.63714], [-1.20274, -2.92504, -2.26537], [-4.12256, -1.88314, 1.91404], [-4.01174, -3.02791, -0.67120], [0.41498, -2.74832, -0.34633], [3.71554, -0.73796, 3.54072], [-2.18080, 1.24527, -0.97644], [-3.89609, -1.23450, 1.06727], [-3.22558, -3.55265, -1.67221], [-1.80525, 3.91371, -0.96909], [-4.80780, -0.71824, 0.76548], [4.53063, -1.61732, 1.76076], [3.49628, -1.17420, 2.57471], [5.55803, -1.52679, 2.08821], [-2.07533, -2.84149, -1.64299], [-2.16407, -1.89975, -0.63852], [0.01833, 2.59195, -0.09569], [-0.72588, -0.44426, -0.19037], [3.99127, 1.51914, -0.53932], [2.70296, -2.69238, -0.87511], [-4.93882, -3.33080, -0.42605], [1.87417, -1.84320, 0.91087], [-2.28721, 4.91676, -1.25657], [0.78196, 3.77475, 0.16473], [2.18127, -1.28878, 2.15502], [4.23978, -2.16292, 0.52012]], "de_lowest_kj_mol": 4.3, "e_tot_ha": -2325.8958, "gap_ev": 7.053}


Values of lowest unoccupied orbital energy, in order: -0.22; 1.50; -1.09, all in eV.